Entry 1:
{
  "formula": "C4H4N2O",
  "method": "ωB97M-V/def2-TZVPD",
  "symbols": ["N", "C", "C", "C", "C", "N", "O", "H", "H", "H", "H"],
  "xyz": [[1.5882, 0.2305, -0.9889], [1.2534, -0.6365, -0.2319], [0.2729, -1.3967, 0.3007], [-0.9293, -0.6667, 0.1172], [-0.9847, 0.6864, -0.1958], [-0.3639, 1.7356, 0.4797], [0.5218, 1.4784, 1.2971], [1.9186, 1.1504, -0.7246], [0.3458, -2.4262, 0.6221], [-1.8649, -1.2153, 0.1760], [-1.7579, 1.0601, -0.8517]],
  "forces_ev_per_a": [[0.7, -0.8, 0.4], [-0.2, 0.8, -0.6], [-0.1, 0.2, 0.1], [0.0, 0.0, 0.0], [-0.6, 0.0, 0.2], [0.1, -0.3, 0.0], [0.1, 0.1, -0.5], [0.3, 0.0, 0.3], [0.1, 0.2, 0.0], [0.0, -0.1, -0.3], [-0.4, 0.0, 0.4]],
  "orbital_gap_ev": 7.670,
  "energy_ev": -9235.1571,
  "homo_energy_ha": -0.310,
  "de_lowest_kcal_mol": 122.93,
  "e_lumo_ev": -0.77
}

Entry 2:
{
  "formula": "C31H22AsKNS2",
  "method": "ωB97M-V/def2-TZVPD",
  "symbols": ["K", "S", "C", "C", "C", "C", "C", "C", "N", "C", "C", "C", "C", "C", "C", "C", "H", "H", "H", "H", "H", "H", "H", "H", "S", "C", "C", "C", "C", "C", "C", "As", "C", "C", "C", "C", "C", "C", "C", "C", "C", "C", "C", "C", "H", "H", "H", "H", "H", "H", "H", "H", "H", "H", "H", "H", "H", "H"],
  "xyz": [[2.0895, -0.4229, 0.5179], [2.2533, -4.9550, -1.9267], [0.7883, -4.9327, -1.0025], [-0.2683, -5.8110, -0.9587], [-1.3674, -5.4755, -0.1520], [-1.4277, -4.2737, 0.5463], [-0.3636, -3.3692, 0.4834], [0.7477, -3.7500, -0.2584], [1.8748, -2.9594, -0.3425], [2.7677, -3.4736, -1.0813], [4.0853, -2.9476, -1.3097], [5.0696, -3.8852, -1.6809], [6.3659, -3.5336, -1.9928], [6.6921, -2.1772, -1.8142], [5.7082, -1.2945, -1.3092], [4.3702, -1.6050, -1.0240], [-0.3231, -6.7111, -1.5577], [-2.1746, -6.1681, -0.1314], [-2.3335, -4.0176, 1.1104], [-0.4195, -2.3993, 0.9939], [4.8542, -4.9354, -1.7153], [7.1313, -4.2856, -2.2199], [7.6840, -1.7823, -1.9488], [6.0271, -0.3089, -1.1283], [0.4006, 0.2117, 3.1519], [-0.4402, 1.7763, 3.2200], [-0.9379, 2.1767, 4.4875], [-1.6657, 3.3860, 4.5938], [-1.8507, 4.2553, 3.5084], [-1.3400, 3.8500, 2.2429], [-0.6949, 2.6576, 2.0767], [-0.2503, 2.0579, 0.2995], [-0.9026, 3.5922, -0.7678], [-2.2287, 3.8446, -1.1413], [-2.6049, 4.9465, -1.9081], [-1.6291, 5.8570, -2.2951], [-0.2772, 5.6230, -1.9879], [0.0844, 4.4553, -1.2798], [-1.7828, 0.8617, 0.0469], [-1.6958, -0.0611, -0.9573], [-2.6089, -1.1011, -1.0668], [-3.6890, -1.1505, -0.2058], [-3.8066, -0.2117, 0.8195], [-2.8543, 0.7925, 0.9845], [-0.8559, 1.5681, 5.3517], [-2.0656, 3.5839, 5.6174], [-2.4491, 5.1536, 3.5499], [-1.4865, 4.5831, 1.4516], [-3.0051, 3.1804, -0.8545], [-3.6244, 5.0939, -2.2353], [-1.8408, 6.6906, -2.9386], [0.5065, 6.2624, -2.3085], [1.1488, 4.2226, -1.1477], [-0.8921, -0.0244, -1.6555], [-2.4973, -1.9079, -1.8182], [-4.3762, -2.0016, -0.2314], [-4.6966, -0.2444, 1.4495], [-2.9228, 1.4941, 1.8499]],
  "forces_ev_per_a": [[0.3, 0.1, 0.0], [0.1, -0.2, 0.3], [0.1, 0.2, -0.2], [-1.0, 0.0, 0.3], [0.9, 0.1, -0.5], [-0.1, 0.5, 0.1], [-0.7, -0.5, 0.2], [-0.1, 0.8, 0.3], [-0.8, 0.3, 0.8], [0.1, -0.7, -0.9], [1.3, -0.4, 0.0], [0.1, -0.1, -0.5], [0.5, 0.9, 0.5], [-1.2, 0.1, 0.6], [0.5, -1.3, -0.6], [-0.2, 0.3, -0.1], [0.2, 0.0, 0.0], [-0.6, -0.3, 0.1], [0.5, -0.1, -0.2], [0.2, -0.4, -0.1], [-0.4, -0.5, -0.1], [-0.4, 0.3, -0.1], [0.4, -0.1, -0.2], [0.5, 1.3, 0.2], [-0.4, 0.8, -0.6], [0.0, -0.1, -0.1], [-0.8, 1.9, -2.0], [0.1, -0.3, 0.7], [0.4, -1.3, -0.3], [-0.8, 1.4, 1.6], [0.5, -1.2, 1.2], [-0.2, 0.0, -0.3], [0.4, 0.4, -0.7], [0.2, 0.4, 0.0], [0.8, 0.1, 0.0], [1.1, -0.3, -0.1], [-0.9, -1.6, 0.7], [-0.4, 0.5, 0.0], [-0.6, 0.5, 1.8], [-0.3, -0.8, -0.3], [-0.5, -0.7, -0.6], [0.1, -0.5, 0.5], [-0.3, 0.5, -0.1], [0.3, 0.1, -0.3], [0.3, -0.6, 0.4], [0.2, 0.2, -1.0], [0.1, 0.1, 0.3], [0.0, -0.5, -0.2], [-0.5, -0.7, 0.4], [-0.1, -0.1, 0.1], [-0.4, 0.3, 0.0], [0.4, 0.6, -0.4], [-0.4, 0.1, 0.2], [0.7, 0.1, -0.4], [0.1, 0.7, 0.4], [0.1, 0.4, -0.2], [0.4, 0.0, 0.1], [0.1, -0.6, -0.9]],
  "orbital_gap_ev": 6.555,
  "charge": -1,
  "energy_ev": -132829.4635,
  "homo_energy_ha": -0.152,
  "de_lowest_kcal_mol": 0.00,
  "e_lumo_ev": 2.41
}

Entry 3:
{
  "formula": "C6H10O",
  "method": "ωB97M-V/def2-TZVPD",
  "symbols": ["C", "C", "C", "C", "H", "H", "H", "H", "H", "H", "H", "H", "C", "C", "O", "H", "H"],
  "xyz": [[0.8790, -0.2149, -1.6759], [1.1394, -1.0875, -0.4701], [1.8545, -0.5226, 0.7239], [0.3895, -0.8498, 0.8098], [1.7514, -0.1808, -2.3389], [0.6543, 0.8138, -1.3676], [0.0271, -0.5837, -2.2604], [1.3587, -2.1286, -0.7015], [2.5563, -1.1553, 1.2595], [2.1342, 0.5280, 0.6918], [0.0847, -1.7074, 1.4032], [-0.3062, -0.0152, 0.8353], [-2.2925, 1.5705, 0.1382], [-2.8094, 1.2135, 1.2923], [-3.2684, 0.8954, 2.3165], [-2.1546, 0.8254, -0.6353], [-1.9979, 2.5992, -0.0209]],
  "forces_ev_per_a": [[0.0, 0.0, 0.0], [0.0, -0.1, -0.1], [0.2, 0.0, 0.1], [-0.2, 0.0, 0.1], [-0.1, 0.0, 0.1], [0.0, -0.2, 0.0], [0.1, 0.1, 0.1], [0.0, 0.2, 0.0], [-0.1, 0.1, -0.1], [-0.1, -0.2, 0.0], [0.1, 0.1, -0.1], [0.2, -0.2, 0.0], [-0.1, 0.0, 0.1], [-0.3, -0.1, 0.6], [0.4, 0.3, -0.9], [-0.1, 0.1, 0.1], [-0.1, -0.1, 0.1]],
  "orbital_gap_ev": 10.274,
  "energy_ev": -8429.7001,
  "homo_energy_ha": -0.345,
  "de_lowest_kcal_mol": 35.52,
  "e_lumo_ev": 0.88
}

Entry 4:
{
  "formula": "H3NO2S",
  "method": "ωB97M-V/def2-TZVPD",
  "symbols": ["N", "O", "O", "S", "H", "H", "H"],
  "xyz": [[0.6271, -0.0582, 1.2751], [2.4603, 1.2475, -0.0929], [2.3891, -1.2013, -0.2493], [1.6741, 0.0502, -0.1808], [0.5265, -1.0477, 1.3620], [-0.2902, 0.5179, 1.3656], [0.1840, 0.9500, -2.6056]],
  "forces_ev_per_a": [[-0.2, 1.6, -1.0], [-0.3, 0.5, 0.0], [-0.6, -0.2, 0.1], [-0.5, 0.3, 1.2], [-0.7, -0.7, 0.3], [2.3, -1.4, -0.7], [0.1, -0.1, 0.1]],
  "orbital_gap_ev": [9.002, 9.594],
  "energy_ev": -16464.2358,
  "homo_energy_ha": [-0.417, -0.367],
  "de_lowest_kcal_mol": 102.51,
  "e_lumo_ev": [-2.35, -0.39]
}

Entry 5:
{
  "formula": "C13H31CsNO5",
  "method": "ωB97M-V/def2-TZVPD",
  "symbols": ["Cs", "C", "C", "C", "C", "C", "C", "N", "O", "C", "C", "C", "H", "H", "H", "H", "H", "H", "H", "H", "H", "H", "H", "H", "H", "H", "H", "H", "H", "H", "H", "C", "C", "O", "O", "H", "H", "H", "H", "H", "H", "C", "C", "O", "O", "H", "H", "H", "H", "H", "H"],
  "xyz": [[-0.4863, 0.3133, -2.9339], [1.3048, 1.2694, 0.4581], [0.5662, 1.4936, 1.7754], [-0.4074, 2.6561, 1.6158], [-1.4959, 2.6935, 2.6825], [-2.2336, 1.3616, 2.7136], [-1.3008, 0.1803, 2.9764], [-0.1806, 0.2706, 2.0428], [0.6837, -0.8363, 2.1386], [-0.8734, 0.1573, 4.4534], [-2.0647, -1.1107, 2.6628], [1.5952, 1.8466, 2.8683], [1.7382, 2.1846, 0.0516], [0.5816, 0.8429, -0.2423], [2.0964, 0.5302, 0.5795], [0.1597, 3.5885, 1.6657], [-0.8654, 2.6233, 0.6180], [-2.1768, 3.5254, 2.5046], [-1.0271, 2.8816, 3.6527], [-2.7550, 1.2283, 1.7624], [-2.9703, 1.3652, 3.5209], [-0.6087, 1.1535, 4.8112], [-1.7208, -0.1444, 5.0726], [-0.0507, -0.5304, 4.6366], [-1.4312, -1.9860, 2.7921], [-2.9148, -1.1787, 3.3428], [-2.4398, -1.1012, 1.6388], [1.1039, 2.2267, 3.7625], [2.2716, 2.6357, 2.5308], [2.2174, 0.9845, 3.1080], [1.1246, -0.7966, 2.9990], [4.9287, -0.6577, -3.2502], [3.9210, -0.3938, -2.1617], [2.5634, -0.7643, -2.5251], [4.6627, -0.0609, -4.5030], [5.0451, -1.7422, -3.3727], [5.9077, -0.3084, -2.9072], [3.9361, 0.6346, -1.7879], [4.1568, -1.0387, -1.3171], [2.3236, -0.1633, -3.2361], [3.7904, 0.3340, -4.5261], [-3.6540, -2.4285, -3.8951], [-2.4928, -3.3290, -4.1813], [-2.0667, -3.1830, -5.5389], [-3.3228, -1.0496, -3.6805], [-4.1957, -2.7431, -3.0064], [-4.3257, -2.4990, -4.7550], [-2.8512, -4.3531, -4.0655], [-1.6598, -3.1497, -3.4959], [-1.2263, -2.7226, -5.5899], [-2.8804, -0.7102, -4.4653]],
  "forces_ev_per_a": [[-0.2, -0.1, 0.4], [0.1, -0.3, -0.1], [0.5, 0.4, 0.4], [-0.3, 0.4, -0.1], [0.3, -0.2, 0.1], [0.1, 0.4, 0.3], [0.0, -0.2, 0.1], [-0.3, -0.2, -0.8], [0.0, -0.1, -0.1], [-0.4, 0.4, 0.1], [0.0, 0.1, 0.1], [0.0, 0.1, -0.1], [-0.1, 0.1, 0.1], [0.0, 0.1, -0.1], [0.0, 0.0, 0.0], [0.1, 0.0, -0.1], [-0.1, -0.1, 0.1], [0.0, 0.0, 0.0], [-0.1, 0.1, 0.0], [0.0, -0.1, 0.0], [-0.1, 0.0, -0.2], [0.3, -0.1, -0.1], [0.1, -0.2, 0.0], [0.0, -0.1, 0.1], [0.0, 0.0, 0.0], [0.0, -0.1, 0.0], [0.1, 0.0, 0.0], [0.1, -0.2, 0.1], [-0.1, -0.1, -0.1], [0.0, 0.0, 0.2], [0.0, 0.0, 0.1], [0.4, -0.5, 0.1], [-0.3, -0.3, 0.5], [0.1, 0.4, -0.1], [0.0, 0.1, -0.1], [-0.2, 0.1, -0.2], [-0.1, 0.1, 0.1], [0.0, 0.1, -0.2], [0.1, 0.0, 0.0], [0.2, -0.1, -0.2], [0.0, 0.0, 0.0], [-0.5, 0.3, -0.2], [0.2, -0.1, -0.3], [0.0, 0.3, 0.1], [0.8, 0.2, 0.3], [0.1, 0.0, 0.1], [-0.1, 0.0, 0.1], [0.2, -0.1, 0.1], [0.0, -0.1, 0.1], [0.1, -0.2, 0.0], [-0.5, -0.2, -0.4]],
  "orbital_gap_ev": 7.274,
  "charge": 1,
  "energy_ev": -26251.7724,
  "homo_energy_ha": -0.403,
  "e_lumo_ev": -3.69
}